Here is a molecular structure, C26H49BeBrCa2ClN3NaO18PS2 from the OMol25 dataset. Energies are from ωB97M-V with the def2-TZVPD basis set.

CARTESIAN COORDINATES (ANGSTROEM)
C -5.507 3.433 2.650
O -5.620 2.463 1.591
C -5.572 3.154 0.311
C -4.058 3.182 -0.239
C -3.597 1.751 -0.767
C -2.044 1.457 -0.639
C -1.663 -0.046 -1.128
C -1.266 -0.998 0.077
C -2.329 -0.989 1.291
C -1.575 -0.460 2.569
C -2.547 0.203 3.664
C -2.428 1.770 3.309
C -1.023 2.270 3.961
C -0.274 3.488 3.190
C -1.113 4.208 2.002
C -0.159 5.265 1.198
Br -1.170 6.592 0.107
O 0.863 5.855 2.031
S 2.063 4.752 2.424
O 3.164 4.703 1.455
O 2.497 5.095 3.786
C 1.176 3.100 2.612
N 1.998 2.321 3.558
C 2.271 1.207 2.994
O 2.476 0.273 2.336
H -5.571 2.880 3.643
H -4.454 3.895 2.599
H -6.340 4.194 2.581
H -6.009 4.206 0.373
H -6.238 2.567 -0.401
H -4.076 3.955 -1.081
H -3.423 3.574 0.615
H -3.862 1.651 -1.867
H -4.234 0.980 -0.227
H -1.626 1.547 0.417
H -1.495 2.246 -1.260
H -0.729 0.099 -1.767
H -2.502 -0.470 -1.752
H -1.178 -2.059 -0.331
H -0.232 -0.732 0.462
H -3.289 -0.450 1.041
H -2.564 -2.105 1.485
H -0.914 -1.271 3.015
H -0.841 0.342 2.189
H -3.608 -0.102 3.424
H -2.245 -0.029 4.729
H -2.484 1.813 2.183
H -3.343 2.276 3.847
H -1.265 2.634 5.063
H -0.340 1.372 4.111
H -0.060 4.323 3.998
H -2.087 4.746 2.368
H -1.392 3.434 1.207
H 0.388 4.616 0.433
H 1.083 2.640 1.581
O 1.939 8.047 -3.993
P 1.143 7.705 -2.717
O 1.355 6.208 -2.354
O -0.332 7.979 -2.936
O 1.674 8.581 -1.549
Ca 3.379 6.115 -1.660
Na -2.776 6.883 1.963
O 1.928 -1.939 -4.195
Cl 0.998 -0.885 -4.536
O 1.720 0.223 -5.118
O 0.315 -0.441 -3.344
O 0.038 -1.384 -5.488
Be 3.142 9.929 -2.229
C 0.742 -5.625 -0.644
C 1.180 -6.244 -1.966
C 1.216 -5.225 -3.109
C -0.146 -4.649 -3.319
N -1.200 -4.203 -3.480
H -0.275 -5.233 -0.705
H 0.754 -6.374 0.152
H 1.408 -4.808 -0.350
H 0.498 -7.061 -2.219
H 2.171 -6.680 -1.845
H 1.545 -5.707 -4.032
H 1.914 -4.416 -2.883
C -1.070 -5.622 3.220
C -1.483 -4.400 2.383
O -2.671 -4.042 2.506
O -0.576 -3.913 1.679
H -1.906 -5.997 3.810
H -0.724 -6.418 2.560
H -0.261 -5.346 3.899
Ca -2.404 3.873 4.511
C 4.522 -8.787 -4.511
N 3.540 -8.300 -3.506
O 2.410 -8.064 -3.896
O 3.940 -8.173 -2.362
H 4.030 -8.852 -5.478
H 5.342 -8.072 -4.542
H 4.865 -9.768 -4.186
C 5.405 -2.227 -0.962
S 5.613 -0.624 -1.762
O 4.296 -0.242 -2.345
C 6.647 -1.222 -3.113
H 4.751 -2.100 -0.099
H 4.952 -2.935 -1.659
H 6.376 -2.596 -0.628
H 6.116 -1.992 -3.675
H 7.578 -1.624 -2.710
H 6.871 -0.383 -3.773

Summary:
**Total charge**: +2
**2S+1**: 1

=====

Here is C14H23N3O2S in the gas phase from the OMol25 dataset. Energies are from ωB97M-V with the def2-TZVPD basis set.

CARTESIAN COORDINATES (ANGSTROEM)
C -4.613 -2.396 -0.904
C -4.345 -2.469 0.594
C -3.996 -1.122 1.230
C -2.677 -0.514 0.729
C -2.887 0.564 -0.336
C -1.586 1.035 -0.986
C -0.682 1.799 -0.022
C 0.584 2.327 -0.710
C 1.636 1.263 -1.021
C 2.730 1.492 0.037
C 2.671 0.499 1.199
S 2.848 -1.224 0.656
C 4.526 -1.228 0.229
N 5.345 -0.197 0.234
C 6.518 -0.730 -0.169
N 6.467 -2.013 -0.422
N 5.190 -2.337 -0.167
O 2.510 2.791 0.570
C 1.310 3.283 0.230
O 0.900 4.328 0.640
H -4.937 -3.366 -1.275
H -3.716 -2.111 -1.448
H -5.396 -1.671 -1.117
H -3.531 -3.174 0.780
H -5.236 -2.861 1.091
H -4.810 -0.418 1.052
H -3.931 -1.275 2.310
H -2.043 -1.306 0.325
H -2.149 -0.072 1.575
H -3.540 0.175 -1.118
H -3.392 1.421 0.117
H -1.831 1.689 -1.827
H -1.053 0.169 -1.387
H -1.227 2.653 0.385
H -0.399 1.154 0.811
H 0.285 2.884 -1.601
H 2.045 1.396 -2.021
H 1.236 0.253 -0.946
H 3.741 1.476 -0.382
H 3.469 0.709 1.910
H 1.705 0.549 1.702
H 7.408 -0.147 -0.272
H 4.854 -3.280 -0.274

Summary:
**SMILES**: CCCCCCC[C@@H]1C[C@H](CSc2ncn[nH]2)OC1=O
**Energy above the lowest of the compared OMol25 structures with the same formula, charge and spin**: 3.1 kcal per mole
**2S+1**: 1

=====

Here is C3H6N4O in the gas phase from the OMol25 dataset. Energies are from ωB97M-V with the def2-TZVPD basis set.

CARTESIAN COORDINATES (ANGSTROEM)
C 1.317 0.955 0.627
N 0.634 -0.319 0.458
C -0.739 -0.220 0.184
N 1.362 -1.202 -0.387
C -1.410 0.540 -0.790
O -2.656 0.419 -0.867
N -2.801 -0.933 0.804
N -1.639 -0.959 0.870
H 1.094 -1.095 -1.366
H 1.163 -2.155 -0.100
H -0.816 1.149 -1.476
H 0.783 1.543 1.374
H 2.326 0.740 0.971
H 1.382 1.539 -0.301

Summary:
**Energy above the lowest of the compared OMol25 structures with the same formula, charge and spin**: 97.2 kcal per mole
**2S+1**: 1

=====

E_LUMO / eV: -9.47 0.34 -0.35
E_tot / hartree: -8241.38334 -1260.22236 -412.05411
Gap between HOMO and LUMO / hartree: 0.04654 0.34536 0.31467